C2H9OS | wB97M-V/def2-TZVPD

Last columns: bonded neighbours and bond lengths (Å).
Atoms and positions in Å:
1 S 0.893 -0.089 -1.276  C4 1.759, H13 1.336
2 O -1.672 -1.514 -0.396  H5 0.963, H7 1.028
3 C -0.073 2.564 -0.652  C4 1.571, H8 1.155, H9 1.064, H11 1.209
4 C 0.928 1.395 -0.332  S1 1.759, C3 1.571, H6 1.067
5 H -2.173 -1.377 0.416  O2 0.963
6 H 1.754 1.591 0.314  C4 1.067
7 H -2.134 -2.407 -0.610  O2 1.028
8 H 0.003 3.324 0.214  C3 1.155
9 H -1.017 2.082 -0.744  C3 1.064
10 H 2.297 -3.947 2.758  no bonds
11 H -0.094 3.335 -1.583  C3 1.209
12 H 1.638 -4.445 2.917  no bonds
13 H -0.349 -0.513 -1.027  S1 1.336

- Lowest unoccupied orbital energy: -7.2449 eV
- Calculated total energy: -554.60797 a.u.
- Highest occupied orbital energy: -15.465 eV
- Orbital gap: 8.221 eV
- Relative energy (zero: lowest compared OMol25 entry of this formula, charge and spin): 3.865 eV
- Maximum force: 4.6 eV/A
- Charge: +1